[1]
Formula: C20H26Br4IrO2Si
Source: the Open Molecules 2025 dataset
Level of theory: ωB97M-V with the def2-TZVPD basis set

Element x y z (Å)
Br1 -2.48 -5.06 -0.70
C1 -1.68 3.71 1.12
H1 2.34 -3.88 -0.22
H2 -1.70 1.52 3.57
Ir1 0.13 -0.76 -0.65
H3 2.53 -2.04 1.46
C2 -3.78 -0.83 0.82
H4 0.54 5.08 3.11
C3 -4.30 -3.18 0.55
H5 2.23 2.26 -0.79
H6 -2.15 4.53 1.67
H7 0.65 -3.92 -0.75
H8 -2.44 2.97 0.89
H9 -1.31 4.11 0.18
H10 1.14 -2.60 -4.13
C4 -2.55 -1.03 0.21
C5 2.36 -1.12 -0.47
Si1 -0.29 2.96 2.12
C6 0.40 -2.10 -3.50
H11 -0.14 -1.38 -4.11
C7 2.94 1.44 -0.78
C8 1.66 -3.58 -1.01
O1 -1.65 -0.06 -0.01
H12 4.06 -1.83 0.59
C9 3.09 -1.37 0.81
C10 -3.06 -3.38 -0.06
H13 1.21 0.91 1.50
H14 -0.08 1.72 4.26
C11 1.10 -1.43 -2.36
C12 1.48 -0.02 -2.29
C13 1.20 1.05 -3.29
H15 1.85 3.90 3.00
Br2 -5.47 -4.64 0.76
C14 1.70 -2.11 -1.24
H16 0.51 0.71 -4.05
C15 -2.19 -2.32 -0.21
H17 -1.27 3.02 4.40
C16 -4.65 -1.91 1.00
C17 2.29 0.14 -1.15
H18 3.72 1.68 -1.50
H19 1.95 -4.10 -1.92
C18 0.54 1.65 1.09
H20 2.12 1.36 -3.78
H21 -0.30 -2.85 -3.14
Br3 -6.31 -1.63 1.85
H22 1.32 4.78 1.56
C19 -0.89 2.24 3.74
H23 3.39 1.41 0.21
H24 3.27 -0.44 1.35
O2 -0.99 -2.42 -0.78
C20 0.98 4.30 2.48
H25 0.76 1.93 -2.81
Br4 -4.20 0.90 1.41
H26 0.41 1.73 0.01

LUMO energy (spin up / spin down): -0.6117 / -0.7019 eV
charge: 0
spin multiplicity: 2
frontier orbital gap (spin up / spin down): 6.93 / 6.97 eV
ΔE to the lowest compared entry with this formula, charge and spin: 204.3 kJ/mol
total energy: -316142.0140 eV



[2]
Formula: C20H26Br8N2O4
Source: the Open Molecules 2025 dataset
Level of theory: ωB97M-V with the def2-TZVPD basis set

Element x y z (Å)
H1 -1.80 -3.50 5.91
N1 -2.39 4.27 -0.65
H2 -0.94 2.81 4.38
Br1 0.65 -1.04 -3.20
H3 1.93 0.63 -1.39
H4 -0.56 1.32 5.08
H5 6.24 4.22 -0.04
Br2 -0.89 0.90 1.95
O1 -2.21 5.19 -1.44
C1 -1.41 1.89 4.72
C2 -2.38 -3.06 3.89
H6 -2.97 1.81 3.23
C3 -0.04 -0.22 -1.50
H7 -3.41 -2.92 4.19
C4 1.20 0.15 -0.74
H8 3.87 -4.41 -5.48
N2 -2.90 -2.45 1.47
C5 -1.51 -3.42 4.88
H9 1.26 -3.83 2.87
H10 5.25 2.01 0.59
H11 -3.23 2.17 0.71
H12 -3.50 -0.58 -2.55
C6 -3.35 0.43 -2.20
H13 -3.68 -0.06 -0.10
H14 4.95 4.55 -1.23
H15 -0.18 -2.94 1.26
C7 4.88 2.56 -0.27
H16 3.82 2.33 -0.34
H17 1.11 0.82 0.11
H18 -2.42 0.23 3.93
C8 -2.13 1.21 3.55
Br3 3.67 -3.66 -7.97
C9 5.19 4.07 -0.28
H19 -2.41 3.42 -3.32
H20 0.46 -4.17 5.37
C10 -2.70 2.69 -2.57
H21 2.93 -1.57 -5.88
O2 -2.67 -2.63 0.27
H22 5.07 -3.18 -5.84
H23 -0.56 -1.02 -0.96
H24 -3.05 1.20 -4.11
C11 3.19 -2.44 -5.27
H25 -0.73 0.58 -1.78
C12 -1.95 -2.81 2.54
Br4 5.69 1.79 -1.95
Br5 1.92 -1.53 0.10
Br6 4.26 4.92 1.25
C13 -0.60 -3.13 2.24
C14 -0.17 -3.78 4.58
C15 -3.44 0.69 -0.84
O3 -2.26 4.36 0.57
Br7 3.98 -1.88 -3.54
O4 -3.87 -1.85 1.84
C16 -3.12 1.50 -3.07
C17 -2.75 2.97 -1.19
H26 2.17 -2.73 -5.01
Br8 -2.62 2.25 6.25
C18 4.03 -3.46 -5.99
C19 0.28 -3.61 3.27
C20 -3.18 1.94 -0.34

LUMO energy (spin up / spin down): -3.4566 / -9.1746 eV
charge: +1
spin multiplicity: 2
frontier orbital gap (spin up / spin down): 8.69 / 2.97 eV
total energy: -592655.9751 eV



[3]
Formula: C20H26CaF5N6S2Se
Source: the Open Molecules 2025 dataset
Level of theory: ωB97M-V with the def2-TZVPD basis set

Element x y z (Å)
H1 -1.61 -2.22 -0.60
Se1 -0.23 -1.18 -3.14
H2 2.60 -1.49 3.28
H3 1.04 2.17 1.70
H4 -0.54 3.40 -2.03
C1 0.12 0.21 -4.41
C2 -0.51 -3.01 0.97
H5 -1.22 -3.58 1.56
N1 2.48 -0.47 -1.24
C3 -2.89 -0.73 3.93
H6 2.31 -0.82 -2.18
C4 0.56 2.13 -6.52
N2 1.53 1.33 1.45
H7 -1.93 -1.52 0.92
C5 2.40 -0.84 2.35
S1 -3.14 0.52 5.20
F1 -1.93 -0.38 -5.52
H8 -2.99 2.69 4.08
H9 3.01 0.35 -1.26
H10 -0.08 -3.77 0.23
S2 -2.08 4.10 0.16
H11 3.85 -2.10 -1.12
C6 -0.47 1.14 -6.57
H12 0.83 -3.35 2.57
C7 -2.58 1.06 2.71
H13 -1.91 2.29 -2.58
N3 -1.24 -1.96 0.31
C8 0.53 -2.43 1.98
H14 4.04 -0.82 0.14
C9 1.81 0.53 2.65
H15 -2.78 -2.86 3.52
F2 2.56 2.72 -5.49
C10 -2.64 3.26 1.55
N4 1.64 -1.64 1.39
H16 -0.35 1.63 -1.86
C11 -2.99 -2.16 4.36
Ca1 0.26 -0.09 -0.25
H17 3.42 -0.63 2.01
C12 3.29 -1.44 -0.46
H18 -2.33 -2.31 5.27
C13 1.41 1.97 -5.43
N5 -1.78 1.54 0.32
H19 -3.24 3.75 2.36
C14 -1.61 2.57 -0.47
H20 -3.99 -2.35 4.81
H21 0.88 0.41 3.20
C15 2.58 -2.42 0.48
H22 1.97 -3.04 -0.13
C16 -0.78 0.36 -5.49
H23 2.45 1.73 1.15
C17 1.30 0.94 -4.45
F3 -1.22 1.04 -7.71
F4 2.34 0.78 -3.56
C18 -2.93 1.59 3.90
C19 -1.08 2.51 -1.88
H24 0.05 -1.73 2.69
F5 0.83 3.06 -7.42
N6 -2.49 -0.34 2.72
H25 3.33 -3.07 0.96
H26 2.47 1.07 3.31
C20 -2.35 1.89 1.58

LUMO energy: -2.7856 eV
charge: +1
frontier orbital gap: 6.93 eV
ΔE to the lowest compared entry with this formula, charge and spin: 231.8 kJ/mol
total energy: -149141.2313 eV



[4]
Formula: C20H26Cl2N3O4RuSSeSi
Source: the Open Molecules 2025 dataset
Level of theory: ωB97M-V with the def2-TZVPD basis set

Element x y z (Å)
H1 -3.32 -1.78 -3.19
H2 1.33 -2.70 3.80
Se1 -1.01 1.16 1.61
H3 2.27 -0.44 -0.06
Cl1 -3.15 -3.88 1.97
H4 -3.72 2.77 -1.23
N1 1.53 -1.05 -0.41
H5 5.90 1.24 0.44
C1 5.67 1.42 -1.69
C2 1.69 -0.66 3.20
Si1 -3.07 1.48 0.79
H6 -4.69 3.25 1.48
H7 1.28 -3.06 -0.91
H8 -4.24 -0.72 0.49
O1 0.57 2.13 -2.16
Cl2 -1.11 -0.69 -1.95
C3 3.00 1.85 -1.17
C4 -3.16 1.85 -1.06
H9 -5.03 -3.42 -2.44
Ru1 0.20 -1.05 1.23
C5 5.21 1.42 -0.37
H10 1.85 3.62 0.82
C6 -4.27 0.10 1.22
H11 1.19 -0.68 -1.28
C7 -4.24 -3.11 -1.77
C8 3.87 1.63 -0.10
N2 1.56 -2.50 1.69
C9 2.09 -2.41 -0.57
C10 -4.18 -3.63 -0.48
C11 -3.64 3.03 1.69
C12 1.32 3.66 -0.13
O2 1.30 -0.20 4.26
H12 1.81 4.32 -0.84
S1 1.24 2.01 -0.82
H13 0.29 3.96 0.05
C13 2.55 -2.77 0.83
C14 4.79 1.63 -2.73
H14 5.15 1.62 -3.76
O3 1.95 -0.02 2.08
H15 2.71 2.00 -3.27
H16 6.72 1.26 -1.89
H17 -3.04 3.90 1.38
C15 -3.16 -3.24 0.36
O4 3.69 -3.16 1.07
N3 -1.19 -2.01 0.90
H18 -3.66 1.05 -1.61
C16 -3.28 -2.21 -2.20
H19 -2.17 1.97 -1.48
H20 -4.03 -0.32 2.20
H21 3.49 1.58 0.91
C17 -2.16 -2.33 -0.03
H22 2.93 -2.46 -1.26
H23 -4.92 -4.34 -0.13
C18 -2.25 -1.83 -1.35
H24 3.00 -2.31 3.29
C19 3.44 1.84 -2.48
H25 -5.30 0.48 1.25
C20 1.94 -2.19 3.06
H26 -3.52 2.91 2.77

LUMO energy (spin up / spin down): 1.7909 / 1.7919 eV
charge: -1
frontier orbital gap (spin up / spin down): 6.20 / 6.20 eV
ΔE to the lowest compared entry with this formula, charge and spin: 119.4 kJ/mol
total energy: -145511.2589 eV